Molecular formula: C2HClF4S
Method: DFT, ωB97M-V/def2-TZVPD

The geometry in XYZ format:
```
9
Properties=species:S:1:pos:R:3:forces:R:3
C 0.65051 0.52000 0.85560 0.85 -1.23 -0.73
C 0.49224 0.33374 -0.65163 -0.22 1.08 -0.67
F 0.21937 1.72605 1.26602 0.29 -0.37 -0.09
F -0.15954 -0.44529 1.42766 0.92 0.79 0.31
F 1.51313 -0.10055 -1.38217 0.07 -0.05 0.72
F -0.09266 1.33754 -1.30596 0.04 -0.22 0.34
S -2.79030 -2.51026 -0.30223 -0.97 -1.14 0.64
Cl -1.58848 -1.19034 -0.98091 0.51 0.83 -0.92
H 1.75573 0.32911 1.07363 -1.50 0.30 0.41
```
Positions in Å, forces in eV/Å.

Computed properties:
Energy above the lowest of the compared OMol25 structures with the same formula, charge and spin in kcal/mol: 69.5
Calculated total energy in Eh: -1334.5203
LUMO (spin up / spin down) in eV: -0.69 / -2.23
Total charge: 0
Kohn-Sham gap (spin up / spin down) in eV: 8.59 / 6.75


Molecular formula: C2HClFN3
Method: DFT, ωB97M-V/def2-TZVPD

The geometry in XYZ format:
```
8
Properties=species:S:1:pos:R:3:forces:R:3
C -3.59730 0.08178 0.51457 1.75 -0.45 1.29
C -0.93949 -0.58791 0.69019 0.80 0.01 -1.74
N -3.40710 1.36713 0.35282 -0.02 1.49 0.68
N -1.70562 0.18329 1.31889 -1.41 -1.40 -1.85
N -3.11128 2.42446 0.64264 -0.54 -1.00 -0.94
F 0.38922 -0.14517 0.46580 -1.69 -1.04 0.95
Cl -4.29566 -0.92708 -0.70481 1.00 0.56 0.50
H -1.09619 -1.56907 0.08917 0.11 1.83 1.10
```
Positions in Å, forces in eV/Å.

Computed properties:
Energy above the lowest of the compared OMol25 structures with the same formula, charge and spin in kcal/mol: 102.0
Calculated total energy in Eh: -800.9264
LUMO (spin up / spin down) in eV: -1.69 / -1.68
Total charge: 0
Kohn-Sham gap (spin up / spin down) in eV: 7.45 / 7.45


Molecular formula: C2HClN2S
Method: DFT, ωB97M-V/def2-TZVPD

The geometry in XYZ format:
```
7
Properties=species:S:1:pos:R:3:forces:R:3
C 0.57557 -0.00989 -0.28606 0.86 0.58 -0.03
C 1.57633 0.89988 -0.15235 0.10 0.96 0.72
N 0.86006 -1.28381 -0.28481 0.52 -1.59 -0.25
N 1.94086 -1.75657 -0.24955 0.09 -2.53 -0.05
S 1.81334 2.40363 0.19909 0.21 0.51 -0.25
Cl 3.28514 -0.40937 -0.15772 0.18 0.99 -0.12
H -0.42522 0.20422 -0.20376 -1.97 1.08 -0.03
```
Positions in Å, forces in eV/Å.

Computed properties:
Energy above the lowest of the compared OMol25 structures with the same formula, charge and spin in kcal/mol: 54.6
Calculated total energy in Eh: -1044.5694
LUMO in eV: -0.88
Total charge: 0
Kohn-Sham gap in eV: 8.13


Molecular formula: C2HClNO2
Method: DFT, ωB97M-V/def2-TZVPD

The geometry in XYZ format:
```
7
Properties=species:S:1:pos:R:3:forces:R:3
C -0.10234 -1.12782 -2.41721 1.63 1.15 1.78
C -0.97605 0.23787 1.46893 0.35 0.78 -0.41
N 0.59540 -0.55623 -1.65118 -4.30 -4.50 -5.48
O -1.43684 1.16733 0.95610 -0.89 0.25 -0.10
O -0.59414 -0.69788 2.01780 -0.23 -1.23 0.75
Cl 1.45758 0.93137 0.73036 0.95 0.44 -0.04
H 1.05639 0.04535 -1.10481 2.49 3.12 3.51
```
Positions in Å, forces in eV/Å.

Computed properties:
Energy above the lowest of the compared OMol25 structures with the same formula, charge and spin in kcal/mol: 8.2
Calculated total energy in Eh: -742.3284
LUMO in eV: 3.84
Total charge: -1
Kohn-Sham gap in eV: 8.54


Molecular formula: C2HClNOS2
Method: DFT, ωB97M-V/def2-TZVPD

The geometry in XYZ format:
```
8
Properties=species:S:1:pos:R:3:forces:R:3
C -0.64451 1.20684 -0.89181 -0.18 0.79 -0.16
C 0.12107 -0.98071 -0.15228 -0.08 -0.77 0.31
N -0.17075 0.09725 -0.87185 0.40 -0.33 -0.11
O -1.22150 2.15243 -1.20803 -0.30 0.35 0.06
S 0.54256 -2.39398 -0.87935 0.17 -0.10 0.01
S -0.08512 -0.85137 1.59378 0.09 0.41 -0.05
Cl 1.25667 2.90816 0.59718 -0.10 -0.31 0.00
H 0.20157 -2.13861 1.81235 -0.02 -0.05 -0.05
```
Positions in Å, forces in eV/Å.

Computed properties:
Energy above the lowest of the compared OMol25 structures with the same formula, charge and spin in kcal/mol: 5.1
Calculated total energy in Eh: -1463.4492
LUMO in eV: 2.65
Total charge: -1
Kohn-Sham gap in eV: 6.89


Molecular formula: C2HClO3
Method: DFT, ωB97M-V/def2-TZVPD

The geometry in XYZ format:
```
7
Properties=species:S:1:pos:R:3:forces:R:3
O 2.40030 0.48245 2.39036 0.15 0.25 -0.53
C 1.48453 -0.22586 2.41890 2.07 1.48 0.65
O 0.61867 -0.94141 2.58201 -1.88 -1.69 0.13
O -0.30511 1.12521 0.44654 1.80 1.69 0.38
C -1.18193 0.44620 0.10253 -1.34 -0.47 -0.88
Cl -1.62614 -0.98723 0.82410 -0.72 -2.59 1.45
H -1.91285 0.50216 -0.67846 -0.08 1.33 -1.20
```
Positions in Å, forces in eV/Å.

Computed properties:
Energy above the lowest of the compared OMol25 structures with the same formula, charge and spin in kcal/mol: 9.3
Calculated total energy in Eh: -762.7388
LUMO in eV: 0.69
Total charge: 0
SMILES string: O=C=O.O=CCl
Kohn-Sham gap in eV: 11.98


Molecular formula: C2HEuO2
Method: DFT, ωB97M-V/def2-TZVPD

The geometry in XYZ format:
```
6
Properties=species:S:1:pos:R:3:forces:R:3
O -2.11076 -0.87147 -0.30782 5.87 3.67 -0.11
C -1.20529 -0.05009 -0.37170 -5.69 -2.07 -0.21
C 0.74017 -0.39054 0.17314 1.43 1.03 1.16
O 1.42106 0.57972 0.66449 -1.66 -1.36 -1.27
H 0.91796 -1.38016 0.65741 0.08 0.28 -0.16
Eu 0.23687 2.11253 -0.81552 -0.03 -1.54 0.58
```
Positions in Å, forces in eV/Å.

Computed properties:
Calculated total energy in Eh: -937.2470
LUMO (spin up / spin down) in eV: -5.58 / -5.44
Total charge: +1
Multiplicity: 8
Kohn-Sham gap (spin up / spin down) in eV: 6.31 / 6.52


Molecular formula: C2HEuO3
Method: DFT, ωB97M-V/def2-TZVPD

The geometry in XYZ format:
```
7
Properties=species:S:1:pos:R:3:forces:R:3
O -0.00836 -1.82364 0.91497 -0.12 0.18 0.82
H 0.63487 -2.07828 0.23800 0.69 -0.04 0.36
O -0.12306 1.20253 0.06511 -1.75 -1.98 0.89
O 0.51736 0.92071 -1.24285 -0.47 0.11 -0.43
C -0.30529 0.11250 0.77538 -1.45 8.20 -4.83
C 0.34210 -0.53035 1.61258 2.37 -6.00 2.65
Eu -1.05761 2.19653 -2.36320 0.72 -0.46 0.54
```
Positions in Å, forces in eV/Å.

Computed properties:
Energy above the lowest of the compared OMol25 structures with the same formula, charge and spin in kcal/mol: 361.0
Calculated total energy in Eh: -1012.0669
LUMO (spin up / spin down) in eV: -5.90 / -8.03
Total charge: +1
Multiplicity: 8
Kohn-Sham gap (spin up / spin down) in eV: 4.17 / 3.74


Molecular formula: C2HF2I3
Method: DFT, ωB97M-V/def2-TZVPD

The geometry in XYZ format:
```
8
Properties=species:S:1:pos:R:3:forces:R:3
C 1.48748 0.28269 -0.02092 0.01 -0.06 0.18
C 0.39393 -0.30802 -0.48313 -0.72 0.97 -0.27
F 2.65321 0.18943 -0.64845 -0.15 -0.15 -0.09
F 0.30816 -0.93161 -1.64303 0.13 -0.03 0.20
I -1.19026 -2.88740 0.84680 -0.22 0.58 0.04
I -3.65851 2.80740 0.62093 0.91 -0.85 -0.15
I -1.52834 0.02222 0.41871 0.19 -0.51 0.02
H 1.53434 0.82529 0.90910 -0.15 0.04 0.07
```
Positions in Å, forces in eV/Å.

Computed properties:
Energy above the lowest of the compared OMol25 structures with the same formula, charge and spin in kcal/mol: 22.4
Calculated total energy in Eh: -1169.4994
LUMO (spin up / spin down) in eV: -4.03 / -4.03
Total charge: 0
Kohn-Sham gap (spin up / spin down) in eV: 4.51 / 4.51


Molecular formula: C2HF3N
Method: DFT, ωB97M-V/def2-TZVPD

The geometry in XYZ format:
```
7
Properties=species:S:1:pos:R:3:forces:R:3
F 0.40549 0.41030 -1.90428 0.99 0.61 2.83
C 0.94156 0.59075 -0.58448 -7.16 -2.75 -5.17
N 0.04613 0.25330 0.23033 9.40 7.27 -4.42
C -0.74307 -0.43153 0.67022 -11.40 -7.18 11.25
F -0.68758 -1.70565 0.96134 0.25 1.41 -1.68
F -1.80846 0.05966 1.56816 3.29 -0.96 -3.89
H 1.84593 0.82317 -0.94129 4.63 1.61 1.06
```
Positions in Å, forces in eV/Å.

Computed properties:
Energy above the lowest of the compared OMol25 structures with the same formula, charge and spin in kcal/mol: 68.4
Calculated total energy in Eh: -430.7017
LUMO in eV: -8.05
Total charge: +1
SMILES string: FC=[N+]=C(F)F
Kohn-Sham gap in eV: 12.02